Below is a 2-piece molecular cluster, CH8NP3 overall in a non-equilibrium geometry, with properties calculated with ωB97M-V/def2-TZVPD.

```
13
Properties=species:S:1:pos:R:3:forces:R:3:lowdin_charge:R:1
P -1.478 0.241 -1.647 -1.0 -0.1 -0.4 0.3965
P -0.377 1.206 0.007 -0.7 1.4 -0.6 0.1614
P 1.589 0.769 -0.758 -0.4 2.2 -3.9 0.4670
N -0.378 0.152 1.235 1.1 -3.3 1.2 -0.4262
C 0.569 -1.791 0.895 -0.6 4.6 -1.5 0.0954
H -1.766 1.499 -2.234 0.1 -0.1 -0.3 -0.1836
H 1.427 -1.507 1.435 0.6 -0.2 1.2 -0.0017
H 0.798 -1.646 -0.174 -0.8 -0.8 0.5 -0.0238
H -2.813 0.236 -1.058 0.8 0.0 0.0 -0.1558
H -1.326 0.075 1.612 0.4 -0.6 0.1 -0.0114
H 2.147 0.808 0.407 1.4 0.2 3.2 -0.2271
H -0.233 -2.320 1.285 -0.9 -1.3 0.4 -0.0025
H 1.841 2.277 -1.006 -0.1 -2.1 0.2 -0.0884
```
Forces are in eV/Å.

The calculation puts the HOMO-LUMO gap (spin up / spin down) at 7.108 / 7.107 eV. The relative energy (zero: lowest compared OMol25 entry of this formula, charge and spin) comes out at 54.06 kcal per mole. The value obtained for the highest occupied orbital energy (spin up / spin down) is -7.493 / -7.493 eV. As for the total energy: -30518.9760 eV.